--- i ---
Below is a 2-piece molecular cluster, C4H12 overall, with properties calculated with ωB97M-V with the def2-TZVPD basis set.

The spin multiplicity is 2. As for the HOMO-LUMO gap (alpha / beta): 2.71 / 12.39 eV. As for the net charge: -1. Its expectation value of S² is 0.750. The HOMO energy (alpha / beta) comes out at 0.0573 / -0.2899 Ha.

XYZ file:
```
16
C4H12 ωB97M-V with the def2-TZVPD basis set
C 2.96 -0.35 0.61
C 1.49 -0.13 0.87
H 3.28 0.04 -0.36
H 3.58 0.09 1.40
H 3.23 -1.42 0.57
H 0.88 -0.36 -0.01
H 1.15 -0.73 1.71
H 1.25 0.92 1.09
C -2.39 -0.32 -1.25
C -2.04 0.75 -0.23
H -3.47 -0.32 -1.44
H -1.89 -0.13 -2.20
H -2.18 -1.31 -0.84
H -2.27 1.77 -0.57
H -0.97 0.80 -0.03
H -2.61 0.68 0.70
```

--- ii ---
Below is a 2-piece molecular cluster, C4H12 overall, with properties calculated with ωB97M-V with the def2-TZVPD basis set.

The spin multiplicity is 2. As for the HOMO-LUMO gap (alpha / beta): 2.84 / 11.92 eV. As for the net charge: -1. Its expectation value of S² is 0.750. The HOMO energy (alpha / beta) comes out at 0.0571 / -0.2697 Ha.

XYZ file:
```
16
C4H12 ωB97M-V with the def2-TZVPD basis set
C -0.66 -0.61 1.60
C -1.88 -1.51 1.46
H -0.61 0.16 2.39
H 0.31 -1.09 1.61
H -0.70 0.15 0.81
H -2.57 -1.48 2.30
H -1.61 -2.54 1.24
H -2.41 -1.17 0.56
C 1.49 1.01 -0.79
C 1.03 1.00 -2.24
H 2.34 1.67 -0.53
H 0.79 1.47 -0.08
H 1.70 -0.01 -0.47
H 0.10 0.44 -2.34
H 1.79 0.52 -2.86
H 0.90 1.99 -2.68
```

--- iii ---
Below is a 2-piece molecular cluster, C4H12 overall, with properties calculated with ωB97M-V with the def2-TZVPD basis set.

The spin multiplicity is 2. As for the HOMO-LUMO gap (alpha / beta): 2.82 / 11.88 eV. As for the net charge: -1. Its expectation value of S² is 0.750. The HOMO energy (alpha / beta) comes out at 0.0579 / -0.2745 Ha.

XYZ file:
```
16
C4H12 ωB97M-V with the def2-TZVPD basis set
C 0.44 -0.77 2.17
C -0.21 0.61 2.03
H 1.26 -0.63 2.88
H -0.26 -1.58 2.44
H 0.73 -1.17 1.19
H -1.05 0.67 2.73
H -0.56 0.95 1.06
H 0.60 1.31 2.21
C -0.78 0.31 -1.88
C 0.62 -0.12 -2.29
H -0.94 1.03 -1.08
H -1.42 0.66 -2.68
H -1.34 -0.65 -1.55
H 1.33 0.71 -2.26
H 1.02 -0.89 -1.61
H 0.58 -0.44 -3.35
```

i has the most favorable energy; the next structure is 0.0153 hartree above.

--- i ---
Below is a 2-piece molecular cluster, C4H12 overall, with properties calculated with ωB97M-V with the def2-TZVPD basis set.

The spin multiplicity is 2. As for the HOMO-LUMO gap (alpha / beta): 2.71 / 11.83 eV. As for the net charge: -1. Its expectation value of S² is 0.750. The HOMO energy (alpha / beta) comes out at 0.0557 / -0.2736 Ha.

XYZ file:
```
16
C4H12 ωB97M-V with the def2-TZVPD basis set
C -0.99 -0.88 -2.19
C 0.35 -0.26 -1.79
H -1.13 -0.91 -3.28
H -1.06 -1.96 -1.90
H -1.96 -0.57 -1.66
H 0.25 0.26 -0.85
H 1.10 -1.06 -1.57
H 0.78 0.40 -2.55
C 0.33 1.37 2.15
C 0.29 -0.09 1.73
H 0.35 1.36 3.29
H 1.25 1.81 1.85
H -0.53 1.99 2.08
H -0.38 -0.29 0.89
H 0.08 -0.84 2.54
H 1.26 -0.34 1.24
```

--- ii ---
Below is a 2-piece molecular cluster, C4H12 overall, with properties calculated with ωB97M-V with the def2-TZVPD basis set.

The spin multiplicity is 2. As for the HOMO-LUMO gap (alpha / beta): 2.80 / 11.88 eV. As for the net charge: -1. Its expectation value of S² is 0.750. The HOMO energy (alpha / beta) comes out at 0.0540 / -0.2753 Ha.

XYZ file:
```
16
C4H12 ωB97M-V with the def2-TZVPD basis set
C 2.11 1.71 1.20
C 0.81 2.47 1.10
H 1.95 0.53 1.16
H 2.67 2.06 0.31
H 2.87 1.87 1.99
H 0.77 3.44 1.53
H 0.14 1.97 1.86
H 0.51 2.60 0.06
C -1.82 -2.41 -0.56
C -1.21 -1.81 -1.75
H -2.74 -1.72 -0.38
H -2.20 -3.38 -0.64
H -0.93 -2.43 0.16
H -0.26 -2.33 -1.98
H -0.75 -0.81 -1.49
H -1.91 -1.77 -2.56
```

i has the most favorable energy; the next structure is 0.0149 hartree above.